Run w
Here is 2 unconnected molecules or ions with the total composition C5H15N2O from the OMol25 dataset. Energies are from wB97M-V/def2-TZVPD.

```
! RIJCOSX wB97M-V def2-TZVPD def2/J DEFGRID3
* xyz 1 1
C 1.725 -2.002 1.328
C 0.966 -0.792 0.884
C -0.480 -1.215 0.464
C -1.197 0.005 0.092
C -1.780 0.325 -1.056
N -2.207 1.810 -1.182
N 1.569 -0.084 -0.267
H 2.375 -2.429 0.589
H 2.398 -1.980 2.164
H 1.095 -2.841 1.688
H 0.891 -0.109 1.787
H -0.384 -1.904 -0.375
H -0.888 -1.824 1.292
H -1.128 0.860 0.759
H -2.054 -0.200 -1.952
H -2.878 1.936 -0.428
H -1.278 2.251 -1.013
H -2.643 1.995 -2.077
H 1.734 -0.738 -1.030
H 2.432 0.318 0.078
H 0.655 2.941 -0.329
H 0.757 1.428 -0.498
O 0.319 2.251 -0.918
*
```

## Properties
HOMO level	-13.863	eV

Need the Mulliken charges? In units of e they are: -1.46 0.31 -0.78 -0.22 -0.54 -0.22 -0.60 0.35 0.38 0.35 0.23 0.40 0.39 0.38 0.38 0.37 0.37 0.35 0.24 0.29 0.35 0.43 -0.75

***

Run x
Here is 2 unconnected molecules or ions with the total composition C5H15N2O from the OMol25 dataset. Energies are from wB97M-V/def2-TZVPD.

```
! RIJCOSX wB97M-V def2-TZVPD def2/J DEFGRID3
* xyz 1 1
C 1.351 -1.495 1.305
C 0.041 -0.800 1.805
C -0.617 0.342 1.107
C -1.583 0.050 -0.080
N -1.034 -0.859 -1.105
C 0.173 -0.789 -1.637
N 0.777 0.343 -1.963
H 2.111 -1.257 2.045
H 1.186 -2.574 1.220
H 1.694 -1.381 0.265
H -0.707 -1.544 2.077
H 0.335 -0.523 2.821
H 0.068 1.114 0.761
H -1.253 0.870 1.835
H -2.491 -0.406 0.338
H -1.798 1.004 -0.569
H -1.374 -1.799 -0.960
H 0.598 -1.686 -2.077
H 0.646 1.242 -1.481
H 1.461 0.260 -2.698
H -0.554 3.627 -1.136
H 0.883 3.348 -0.792
O 0.087 2.912 -1.082
*
```

## Properties
HOMO level	-14.411	eV

Need the Mulliken charges? In units of e they are: -0.93 -0.80 -0.21 -0.88 -0.04 -0.12 -0.15 0.32 0.29 0.26 0.36 0.43 0.21 0.39 0.48 0.26 0.32 0.42 0.18 0.28 0.29 0.29 -0.64

***

Relative stability in kJ/mol, measured from the most stable structure: run w 59.2; run x 0.0

***

Run w
Here is a gas-phase ion, C5H15N2O (charge +1) from the OMol25 dataset. Energies are from wB97M-V/def2-TZVPD.

```
! RIJCOSX wB97M-V def2-TZVPD def2/J DEFGRID3
* xyz 1 1
C -1.035 -1.567 -1.947
C 0.300 -1.487 -1.163
N 0.778 -2.869 -0.993
C 0.283 -0.806 0.223
N 0.495 0.669 0.150
C 0.607 1.275 1.473
C -0.002 2.689 1.329
O -1.337 2.477 0.970
H -1.617 -0.684 -1.604
H -0.988 -1.445 -3.026
H -1.434 -2.519 -1.772
H 0.903 -0.966 -1.848
H 0.876 -3.348 -1.983
H 1.708 -2.872 -0.508
H 0.167 -3.433 -0.409
H 1.214 -1.059 0.776
H -0.360 -1.044 1.057
H -0.126 1.148 -0.485
H 1.718 1.197 1.644
H 0.086 0.778 2.171
H 0.099 3.221 2.344
H 0.533 3.394 0.582
H -1.909 2.582 1.719
*
```

## Properties
HOMO level	-12.147	eV

Need the Mulliken charges? In units of e they are: -1.24 0.48 -0.35 -1.10 -0.32 -0.49 -0.58 -0.50 0.34 0.36 0.36 0.23 0.41 0.38 0.37 0.35 0.40 0.30 0.34 0.31 0.37 0.27 0.31

***

Run x
Here is 2 unconnected molecules or ions with the total composition C5H15N2O from the OMol25 dataset. Energies are from wB97M-V/def2-TZVPD.

```
! RIJCOSX wB97M-V def2-TZVPD def2/J DEFGRID3
* xyz 1 1
C 1.811 1.574 1.008
C 0.407 1.336 0.449
C -0.186 0.029 1.007
C -1.347 -0.621 0.324
C -1.964 -0.243 -0.802
N -1.614 -1.889 0.843
N 0.488 1.273 -1.061
H 1.728 2.033 1.990
H 2.322 0.629 1.134
H 2.410 2.201 0.364
H -0.273 2.124 0.763
H -0.441 0.271 2.035
H 0.608 -0.712 1.105
H -2.006 0.733 -1.266
H -2.623 -0.945 -1.298
H -2.590 -2.168 0.890
H -1.139 -2.087 1.708
H 0.430 0.291 -1.383
H 1.375 1.648 -1.389
H -0.318 1.740 -1.468
H 2.176 -1.781 -0.699
H 1.607 -2.003 -2.055
O 1.606 -1.340 -1.344
*
```

## Properties
HOMO level	-11.986	eV

Need the Mulliken charges? In units of e they are: -1.52 0.29 -1.08 0.65 -1.20 -0.52 -0.17 0.37 0.35 0.49 0.36 0.55 0.42 0.26 0.33 0.26 0.23 0.28 0.37 0.31 0.28 0.28 -0.57

***

Relative stability in kJ/mol, measured from the most stable structure: run w 184.0; run x 0.0

***

Run w
Here is 2 unconnected molecules or ions with the total composition CH6OS2 from the OMol25 dataset. Energies are from wB97M-V/def2-TZVPD.

```
! RIJCOSX wB97M-V def2-TZVPD def2/J DEFGRID3
* xyz 0 1
C 3.041 2.458 2.284
O 2.295 2.388 1.124
H 2.269 2.236 3.160
H 3.534 3.431 2.246
H 3.798 1.694 2.467
H 1.910 3.319 1.326
S -3.380 -4.600 -3.468
S -5.358 -4.260 -3.189
H -2.607 -3.813 -2.731
H -5.502 -2.852 -3.220
*
```

## Properties
HOMO level	-8.801	eV

Need the Mulliken charges? In units of e they are: -0.53 -0.47 0.19 0.22 0.23 0.36 -0.16 -0.16 0.15 0.17

***

Run x
Here is 2 unconnected molecules or ions with the total composition CH6OS2 from the OMol25 dataset. Energies are from wB97M-V/def2-TZVPD.

```
! RIJCOSX wB97M-V def2-TZVPD def2/J DEFGRID3
* xyz 0 1
C 0.330 0.904 -1.387
S 0.832 -0.364 -0.187
S 0.552 0.597 1.594
H -0.760 0.859 -1.395
H 0.592 0.545 -2.344
H 0.707 1.900 -1.230
H 1.703 1.228 1.896
O -1.274 -2.262 1.136
H -1.675 -1.538 1.627
H -1.006 -1.870 0.291
*
```

## Properties
HOMO level	-9.429	eV

Need the Mulliken charges? In units of e they are: -0.73 -0.11 -0.20 0.29 0.30 0.30 0.15 -0.62 0.31 0.31

***

Run y
Here is 3 unconnected molecules or ions with the total composition CH6OS2 from the OMol25 dataset. Energies are from wB97M-V/def2-TZVPD.

```
! RIJCOSX wB97M-V def2-TZVPD def2/J DEFGRID3
* xyz 0 1
C 0.597 0.772 -1.429
S 1.764 0.421 -0.216
S -0.606 -0.933 2.544
H 1.184 -0.287 0.785
H 0.554 0.097 -2.284
H 0.611 1.832 -1.707
H 0.720 -1.016 2.578
H -1.142 -0.117 -0.695
H -1.708 -0.418 0.673
O -1.974 -0.351 -0.249
*
```

## Properties
HOMO level	-8.474	eV

Need the Mulliken charges? In units of e they are: -0.48 0.07 -0.35 -0.02 0.38 0.27 0.10 0.31 0.23 -0.50

***

Relative stability in kJ/mol, measured from the most stable structure: run w 160.4; run x 0.0; run y 500.0

***

Run w
Here is 2 unconnected molecules or ions with the total composition C5H13NO from the OMol25 dataset. Energies are from wB97M-V/def2-TZVPD.

```
! RIJCOSX wB97M-V def2-TZVPD def2/J DEFGRID3
* xyz 0 1
C 1.074 -1.546 -0.577
C 1.266 -0.251 -0.380
C 2.507 0.283 0.267
C 0.220 0.778 -0.740
C -0.436 1.393 0.506
N -1.045 0.369 1.329
H 1.730 -2.354 -0.262
H 0.158 -1.941 -1.001
H 3.074 0.952 -0.398
H 3.160 -0.559 0.508
H 2.312 0.798 1.219
H -0.549 0.361 -1.402
H 0.769 1.551 -1.267
H 0.264 2.022 1.063
H -1.182 2.109 0.145
H -0.338 -0.366 1.407
H -1.174 0.716 2.268
O -2.935 -1.091 -0.588
H -2.231 -0.754 -0.014
H -3.124 -0.452 -1.273
*
```

## Properties
HOMO level	-9.630	eV

Need the Mulliken charges? In units of e they are: -0.87 0.52 -1.24 -0.50 -0.70 -0.59 0.28 0.29 0.29 0.37 0.27 0.29 0.34 0.45 0.34 0.25 0.25 -0.69 0.34 0.31

***

Run x
Here is 2 unconnected molecules or ions with the total composition C5H13NO from the OMol25 dataset. Energies are from wB97M-V/def2-TZVPD.

```
! RIJCOSX wB97M-V def2-TZVPD def2/J DEFGRID3
* xyz 0 1
C 0.060 1.573 -2.335
C -0.374 1.728 -1.097
C -1.079 0.646 -0.293
C -0.300 -0.662 -0.226
C 1.196 -0.521 0.025
N 1.783 -1.644 0.754
H 0.580 2.275 -2.963
H -0.040 0.593 -2.801
H -0.269 2.705 -0.630
H -1.982 0.543 -0.900
H -1.369 0.978 0.698
H -0.612 -1.414 0.486
H -0.600 -1.209 -1.129
H 1.761 -0.303 -0.873
H 1.300 0.442 0.558
H 1.173 -1.835 1.535
H 2.735 -1.428 1.003
O -1.591 -0.651 2.510
H -1.429 -0.504 3.446
H -0.943 -1.314 2.234
*
```

## Properties
HOMO level	-9.214	eV

Need the Mulliken charges? In units of e they are: -0.87 0.03 -0.65 -0.78 -0.47 -0.59 0.27 0.24 0.32 0.34 0.31 0.50 0.21 0.38 0.26 0.21 0.23 -0.58 0.31 0.32

***

Run y
Here is C5H13NO in the gas phase from the OMol25 dataset. Energies are from wB97M-V/def2-TZVPD.

```
! RIJCOSX wB97M-V def2-TZVPD def2/J DEFGRID3
* xyz 0 1
C -1.453 -1.050 -0.577
C -0.887 0.305 -0.293
C -1.631 1.036 0.953
C 0.645 0.378 -0.188
N 1.137 -0.028 -1.626
C 1.487 -0.438 0.912
O 2.803 -0.226 0.822
H -1.489 -1.733 0.212
H -0.954 -1.340 -1.486
H -2.510 -0.800 -0.796
H -1.146 0.937 -1.174
H -1.695 2.069 1.284
H -1.168 0.636 1.848
H -2.647 0.817 0.785
H 0.887 1.360 -0.046
H 2.162 -0.010 -1.452
H 0.905 0.819 -2.187
H 1.160 -0.368 1.945
H 1.141 -1.487 0.789
H 3.254 -0.878 0.274
*
```

## Properties
HOMO level	-9.648	eV

Need the Mulliken charges? In units of e they are: -1.55 0.58 -1.39 0.02 -0.74 -0.82 -0.54 0.38 0.42 0.40 0.24 0.36 0.29 0.37 0.43 0.27 0.25 0.35 0.33 0.35

***

Relative stability in kJ/mol, measured from the most stable structure: run w 0.0; run x 95.3; run y 129.6

***

Run w
Here is 2 unconnected molecules or ions with the total composition C5H13NO from the OMol25 dataset. Energies are from wB97M-V/def2-TZVPD.

```
! RIJCOSX wB97M-V def2-TZVPD def2/J DEFGRID3
* xyz 0 1
C 0.198 0.155 -1.985
C -0.101 0.097 -0.672
C -1.321 -0.693 -0.229
C -2.504 0.140 0.254
N 0.471 0.965 0.231
C 0.394 0.889 1.674
H 0.625 1.059 -2.403
H -0.350 -0.503 -2.640
H -0.985 -1.355 0.581
H -1.616 -1.329 -1.058
H -3.015 0.622 -0.578
H -2.212 0.923 0.950
H -3.201 -0.518 0.768
H 1.006 1.718 -0.167
H -0.616 0.675 2.008
H 1.035 0.101 2.083
H 0.689 1.841 2.103
O 2.531 -1.286 0.347
H 1.623 -0.991 0.180
H 2.659 -2.091 -0.156
*
```

## Properties
HOMO level	-7.858	eV

Need the Mulliken charges? In units of e they are: -0.93 0.36 -0.62 -1.13 -0.18 -0.83 0.27 0.30 0.25 0.51 0.33 0.30 0.33 0.17 0.22 0.25 0.37 -0.68 0.42 0.29

***

Run x
Here is 2 unconnected molecules or ions with the total composition C5H13NO from the OMol25 dataset. Energies are from wB97M-V/def2-TZVPD.

```
! RIJCOSX wB97M-V def2-TZVPD def2/J DEFGRID3
* xyz 0 1
C 2.080 -1.156 0.899
C 0.900 -1.011 0.334
C 0.434 0.104 -0.450
C 1.410 1.297 -0.568
N -0.145 -1.963 0.781
C -0.958 -2.366 -0.482
H 2.244 -2.152 1.395
H 2.772 -0.370 0.947
H 0.146 -0.321 -1.462
H -0.496 0.423 -0.094
H 2.488 1.058 -0.440
H 1.468 1.781 -1.532
H 0.798 2.011 0.049
H -0.726 -1.505 1.485
H -1.658 -3.141 -0.137
H -0.343 -2.819 -1.198
H -1.436 -1.564 -0.976
O -3.215 3.661 0.799
H -2.958 3.525 -0.241
H -2.805 4.508 0.890
*
```

## Properties
HOMO level	-9.035	eV

Need the Mulliken charges? In units of e they are: -0.85 0.28 -0.28 -1.12 -0.49 -0.90 0.26 0.29 0.21 0.47 0.37 0.31 0.20 0.26 0.32 0.36 0.31 -0.65 0.33 0.31

***

Run y
Here is 3 unconnected molecules or ions with the total composition C5H13NO from the OMol25 dataset. Energies are from wB97M-V/def2-TZVPD.

```
! RIJCOSX wB97M-V def2-TZVPD def2/J DEFGRID3
* xyz 0 1
C 0.095 -2.099 -0.388
C 0.654 -0.954 -0.761
C 2.072 -0.559 -0.518
H -0.916 -2.358 -0.661
H 0.599 -2.774 0.284
H 0.101 -0.281 -1.438
H 2.663 -0.693 -1.428
H 2.503 -1.150 0.290
H 2.125 0.491 -0.235
C -1.267 1.505 -1.523
N -0.799 2.189 -0.554
H -1.904 0.666 -1.267
H -1.308 1.834 -2.557
H -0.250 3.004 -0.817
C -0.842 -0.049 2.186
O 0.110 0.666 1.452
H -1.351 -0.813 1.580
H -0.319 -0.560 3.001
H -1.628 0.593 2.603
H -0.339 1.343 0.749
*
```

## Properties
HOMO level	-8.942	eV

Need the Mulliken charges? In units of e they are: -0.95 0.42 -1.08 0.33 0.26 0.15 0.34 0.30 0.24 -0.48 -0.40 0.34 0.34 0.20 -0.63 -0.50 0.23 0.23 0.30 0.36

***

Relative stability in kJ/mol, measured from the most stable structure: run w 0.0; run x 145.9; run y 137.5